1.
{
  "formula": "C7H16BNO2",
  "method": "the ωB97M-V functional and the def2-TZVPD basis",
  "elements": ["B", "C", "C", "C", "C", "C", "C", "C", "N", "O", "O", "H", "H", "H", "H", "H", "H", "H", "H", "H", "H", "H", "H", "H", "H", "H", "H"],
  "coordinates": [[1.3322, -0.6842, -0.6475], [-1.7406, 0.9303, 1.3910], [0.8057, 1.5210, 0.2517], [-1.1418, 0.7511, 2.7806], [-1.6509, -1.4085, 0.4500], [-1.7191, 0.6524, -1.0707], [3.2378, -0.7662, -1.1856], [-1.0712, 0.0672, 0.1985], [0.4025, 0.1687, 0.1949], [-2.7340, 1.5551, 1.1346], [0.6475, -1.6392, -1.2629], [1.9085, 1.5672, 0.1827], [0.7811, 1.8423, 1.2717], [0.3585, 2.1245, -0.5534], [-0.3054, 0.1222, 2.6615], [-1.7557, 0.3464, 3.4743], [-0.9197, 1.6714, 3.1734], [-1.7768, -1.9199, -0.4900], [-0.9874, -2.0154, 1.1008], [-2.7708, -1.2965, 0.6714], [-2.7076, 0.2409, -1.3543], [-1.0974, 0.2026, -1.8775], [-1.7096, 1.7697, -0.9555], [2.9504, -1.1971, -2.2177], [3.7465, 0.1397, -1.3225], [3.8338, -1.4679, -0.6670], [0.9103, -2.4684, -1.6760]],
  "atomic_forces_ev_per_a": [[1.333, 0.691, 0.767], [0.604, -1.386, -0.363], [2.215, 0.756, 0.206], [0.350, -0.128, -3.224], [-0.685, 1.357, -0.350], [0.902, -0.568, -0.779], [-5.245, -0.658, -1.199], [-1.725, -0.726, 0.782], [1.284, -1.898, -1.612], [0.047, 0.276, 0.509], [-1.363, -1.767, -0.814], [-0.292, -0.072, -0.787], [-1.174, 1.175, 0.622], [0.116, 0.299, 0.767], [1.314, -0.542, 0.154], [-2.478, -1.583, 1.819], [0.994, 2.426, 0.767], [0.708, -0.212, -0.551], [-0.912, 0.430, -0.023], [1.700, -0.167, 0.818], [0.205, 0.592, 0.876], [-0.077, 1.028, 0.116], [-0.198, -1.198, -0.881], [0.857, 0.654, 1.448], [0.546, 1.357, -0.051], [0.347, -0.764, 0.802], [0.628, 0.625, 0.184]],
  "lowdin_charge": [-0.378, -0.367, -0.103, 0.016, -0.014, -0.044, 0.005, -0.439, -0.046, 0.088, 0.134, 0.093, 0.077, 0.107, 0.069, 0.054, 0.063, 0.055, 0.094, 0.114, 0.093, 0.092, 0.094, 0.046, -0.018, -0.008, 0.122],
  "homo_energy_ev": -8.826,
  "relative_energy_ev": 0.0000,
  "lumo_energy_ev": 0.459,
  "energy_ev": -13779.2983,
  "smiles": "CB(O)N(C)C(C)(C)C(C)=O",
  "homo_lumo_gap_ev": 9.3
}

2.
{
  "formula": "C7H16Br3N3O3",
  "method": "the ωB97M-V functional and the def2-TZVPD basis",
  "elements": ["C", "Br", "Br", "Br", "H", "O", "C", "N", "C", "H", "H", "H", "H", "H", "O", "C", "N", "C", "H", "H", "H", "H", "H", "O", "C", "N", "C", "H", "H", "H", "H", "H"],
  "coordinates": [[-0.0295, -0.7522, 0.7754], [1.6235, -0.2874, -0.1398], [-0.6670, -2.6341, 0.5223], [-1.3924, 0.7219, 0.3459], [0.0749, -0.6712, 1.8574], [0.0792, -1.9031, -3.3726], [1.2235, -2.1410, -3.1023], [2.2087, -1.9477, -3.9409], [1.7125, -2.6081, -1.7660], [3.1772, -2.2155, -3.8387], [1.9564, -1.6025, -4.8559], [2.7007, -2.2282, -1.5066], [1.8053, -3.6941, -1.7712], [1.0345, -2.1605, -1.0393], [-5.0798, 3.0920, -1.0987], [-3.9787, 2.5563, -1.1696], [-3.5025, 1.9878, -2.2238], [-3.2803, 2.2837, 0.1091], [-2.6837, 1.4019, -2.1444], [-4.1008, 1.8737, -3.0296], [-3.9733, 2.5618, 0.9032], [-2.4035, 2.8722, 0.3791], [-2.9983, 1.2608, 0.3583], [0.4990, -0.6929, 3.5328], [1.5028, -0.0174, 3.5339], [2.6888, -0.4531, 3.8149], [1.4396, 1.4511, 2.9393], [3.4978, -0.0169, 3.3961], [2.7891, -1.4179, 4.0962], [2.3901, 1.9503, 2.7508], [0.8291, 1.9865, 3.6665], [0.8570, 1.4437, 2.0181]],
  "atomic_forces_ev_per_a": [[-0.883, 0.354, -0.590], [-0.182, 1.272, 1.254], [-0.067, 1.426, 0.273], [4.592, -4.188, 0.530], [0.175, -0.089, -0.480], [-1.542, 0.220, -0.202], [0.484, -0.423, 1.971], [2.084, 0.759, -3.172], [-0.077, -0.482, 0.174], [-0.433, 0.000, 0.459], [0.011, -0.093, -0.005], [0.045, -0.023, -0.364], [-0.496, -0.118, 0.258], [0.280, -1.598, -0.619], [0.263, 0.434, -0.718], [-2.512, 0.430, 2.994], [1.501, -1.463, -3.053], [-0.633, 1.921, 1.988], [-0.123, 0.075, -0.209], [0.177, 0.167, 0.041], [-0.209, -0.012, -0.050], [-0.012, 0.460, -0.664], [-2.765, 0.745, -0.646], [-0.769, -0.545, 1.294], [-1.538, 2.901, -2.930], [3.026, -1.193, 0.893], [-0.503, -1.080, 0.897], [-0.183, 0.071, 0.366], [-0.050, 0.027, -0.063], [0.001, -0.143, 0.253], [0.204, 0.350, 0.005], [0.133, -0.160, 0.115]],
  "lowdin_charge": [-1.299, 0.735, 0.647, 0.869, -0.096, 0.056, -0.673, 0.158, -0.173, 0.113, 0.117, 0.037, 0.097, -0.139, 0.032, -0.635, 0.182, -0.210, 0.089, 0.130, 0.104, 0.050, -0.159, 0.005, -0.613, 0.182, -0.008, 0.117, 0.127, 0.074, 0.084, 0.002],
  "homo_energy_ev": -9.184,
  "lumo_energy_ev": -0.074,
  "energy_ev": -228256.6328,
  "homo_lumo_gap_ev": 9.1
}

3.
{
  "formula": "C7H16BrN2",
  "method": "the ωB97M-V functional and the def2-TZVPD basis",
  "elements": ["C", "C", "C", "C", "C", "C", "C", "N", "N", "Br", "H", "H", "H", "H", "H", "H", "H", "H", "H", "H", "H", "H", "H", "H", "H", "H"],
  "coordinates": [[-1.8437, 0.6681, 0.5872], [-0.2203, 2.5097, 0.2991], [-1.2206, -0.5814, -0.0639], [1.1023, 0.2662, -0.5444], [0.9621, 0.2070, -2.0110], [0.5719, -0.6941, 1.7462], [0.5338, -2.1852, -0.2772], [-1.3565, 1.9053, -0.0614], [0.2608, -0.7322, 0.2778], [2.9946, 0.1709, 0.0825], [-2.8940, 0.6466, 0.4598], [-1.6664, 0.7394, 1.7138], [0.1256, 2.3700, 1.2935], [0.0942, 3.3479, -0.1089], [-1.7580, -1.4253, 0.2794], [-1.0995, -0.5728, -1.0634], [1.4010, -0.6841, -2.4811], [1.7028, 0.8437, -2.6710], [-0.0065, 0.4628, -2.2816], [1.4868, -1.2407, 2.1122], [0.7937, 0.3128, 2.2353], [-0.1281, -1.0618, 2.5156], [1.5653, -2.4904, 0.1741], [-0.2909, -2.8752, 0.0159], [0.6420, -2.0328, -1.3535], [-1.7524, 2.1255, -0.8744]],
  "atomic_forces_ev_per_a": [[1.584, 0.764, 0.343], [-1.906, -5.491, 1.381], [1.156, 1.983, 3.929], [0.958, 2.332, 2.272], [3.833, 0.090, -1.449], [1.509, 0.935, 3.081], [1.960, 0.229, 1.604], [2.010, -0.518, 4.628], [0.340, -2.353, 0.105], [-1.025, -0.134, -0.593], [-1.127, -0.140, -0.178], [-0.019, -0.247, -1.607], [0.223, -0.482, 0.619], [1.385, 3.622, -2.670], [-0.309, -0.979, 0.319], [-0.953, 0.253, -3.483], [-1.032, -0.759, 0.097], [-1.471, -0.025, 2.129], [-1.780, 0.158, -1.064], [-0.667, 0.261, -1.536], [-0.368, -0.697, -1.718], [-0.905, -0.387, -1.404], [-2.017, 0.353, -0.953], [0.797, 0.569, -0.209], [-0.268, -0.527, 0.321], [-1.910, 1.190, -3.965]],
  "lowdin_charge": [-0.085, 0.156, -0.084, -0.659, -0.189, -0.111, 0.021, 0.001, -0.319, 0.686, 0.117, 0.155, 0.085, 0.057, 0.124, 0.076, 0.076, 0.138, 0.043, 0.091, 0.105, 0.107, 0.124, 0.113, 0.075, 0.095],
  "homo_energy_ev": [-11.031, -10.607],
  "relative_energy_ev": 4.4465,
  "lumo_energy_ev": [-3.552, -3.964],
  "energy_ev": -80529.4870,
  "homo_lumo_gap_ev": [7.5, 6.6],
  "charge": 1
}

4.
{
  "formula": "C7H16FN2",
  "method": "the ωB97M-V functional and the def2-TZVPD basis",
  "elements": ["C", "C", "C", "C", "C", "C", "C", "N", "N", "F", "H", "H", "H", "H", "H", "H", "H", "H", "H", "H", "H", "H", "H", "H", "H", "H"],
  "coordinates": [[-1.1261, -1.4915, 0.6424], [-0.3558, -0.6584, -2.1341], [0.0075, 2.1938, 3.1514], [0.5761, -0.4233, -4.3408], [1.2124, -0.9384, 0.3412], [0.1878, 0.7337, 2.8018], [-0.2800, 0.5859, 1.3528], [-0.4880, -0.4899, -3.3980], [-0.1180, -0.7666, 0.7972], [-1.5658, -0.7906, -1.5279], [-2.0627, -1.0971, 1.0836], [-1.1703, -2.4510, 0.1267], [0.6765, 2.7634, 2.4627], [-1.0208, 2.4491, 2.9886], [0.3593, 2.4527, 4.1826], [0.5333, -1.2419, -5.0612], [0.5222, 0.4467, -4.8857], [1.5455, -0.4890, -3.7689], [1.0387, -0.9341, -0.8499], [1.8983, -0.0943, 0.6429], [1.4837, -1.8858, 1.0097], [-0.4568, 0.1290, 3.3699], [1.1125, 0.3496, 2.8594], [-1.4058, 0.9002, 1.4471], [0.2167, 1.2729, 0.7269], [-1.3205, -0.5248, -4.0203]],
  "atomic_forces_ev_per_a": [[-6.907, -5.200, 0.449], [-3.033, -0.197, 0.469], [2.148, 0.331, 0.405], [3.241, -1.798, 1.340], [-0.456, -1.838, 2.032], [-2.721, 1.337, -1.420], [-3.355, -0.070, 1.340], [-0.410, -0.259, -1.620], [6.007, 7.395, 1.391], [1.984, 0.621, -1.220], [0.683, -0.619, -0.481], [0.482, 0.360, 0.284], [-0.704, -0.006, 0.451], [-0.464, 0.512, 0.124], [-0.606, -0.311, -0.811], [-0.127, -0.191, 0.295], [-0.026, 2.212, -1.069], [-0.850, 0.175, -0.910], [0.577, -0.800, 0.392], [-0.948, -0.830, -0.617], [0.561, 1.010, -2.711], [-0.787, -0.910, 1.037], [3.693, -0.996, 0.632], [1.886, -0.780, -0.917], [0.605, 0.951, -0.840], [-0.475, -0.101, 1.975]],
  "lowdin_charge": [-0.059, 0.015, -0.085, -0.041, -0.009, -0.231, -0.182, 0.015, -0.287, 0.055, 0.105, 0.093, 0.091, 0.069, 0.099, 0.114, 0.074, 0.126, 0.105, 0.123, 0.169, 0.106, 0.069, 0.162, 0.104, 0.201],
  "spin_multiplicity": 3,
  "homo_energy_ev": [-8.909, -13.914],
  "relative_energy_ev": 2.8193,
  "lumo_energy_ev": [-4.248, -7.920],
  "energy_ev": -13201.3632,
  "homo_lumo_gap_ev": [4.7, 6.0],
  "charge": 1
}